# 1
{
  "formula": "C17H21NO12",
  "method": "the ωB97M-V functional and the def2-TZVPD basis",
  "symbols": ["N", "C", "C", "C", "C", "C", "H", "H", "H", "H", "H", "C", "C", "O", "C", "O", "O", "H", "H", "H", "H", "C", "C", "O", "C", "O", "O", "H", "H", "H", "H", "C", "C", "O", "C", "O", "O", "H", "H", "H", "H", "C", "C", "O", "C", "O", "O", "H", "H", "H", "H"],
  "positions_angstrom": [[1.06770, 2.54921, -4.93765], [0.87468, 1.71533, -3.92518], [1.29178, 1.98576, -2.62660], [1.93623, 3.21159, -2.40650], [2.17345, 4.09877, -3.46422], [1.65433, 3.72861, -4.69147], [0.33943, 0.80234, -4.14046], [1.00127, 1.26653, -1.87512], [2.11061, 3.42819, -1.36291], [2.38602, 5.14232, -3.28468], [1.74362, 4.37822, -5.54962], [-1.19765, 3.14956, 0.89683], [-1.49100, 1.98524, 1.72043], [-2.44486, 1.24819, 0.95410], [-2.30642, 1.61465, -0.34113], [-2.89744, 1.16590, -1.29619], [-1.58339, 2.72845, -0.39447], [-0.15532, 3.39913, 1.09519], [-1.73640, 4.05246, 1.18425], [-2.01630, 2.27288, 2.63116], [-0.57578, 1.46897, 2.01012], [-1.98392, -3.52556, -1.67330], [-2.50924, -2.34744, -0.85234], [-1.38143, -1.50463, -1.17500], [-0.30125, -2.13303, -1.68506], [0.70485, -1.52970, -2.06141], [-0.56777, -3.46430, -1.75824], [-2.23969, -3.47602, -2.73170], [-2.22836, -4.50135, -1.25354], [-2.62514, -2.50512, 0.21995], [-3.43098, -1.88661, -1.20750], [3.90548, -0.83627, 1.25616], [2.53528, -1.55590, 0.96415], [1.68820, -0.44889, 0.72374], [2.29723, 0.75127, 0.94210], [1.66963, 1.76098, 0.90528], [3.53652, 0.52161, 1.21620], [4.70209, -0.93727, 0.51908], [4.22201, -0.88487, 2.29806], [2.28820, -2.06910, 1.89349], [2.59419, -2.14873, 0.05136], [-0.74080, -2.06037, 2.54707], [-1.37203, -1.37831, 3.78184], [-1.94104, -2.46728, 4.48781], [-1.75731, -3.61268, 3.78779], [-2.44270, -4.58203, 4.02982], [-0.94463, -3.49783, 2.78358], [0.29791, -1.78401, 2.36599], [-1.39178, -1.78529, 1.71721], [-2.14421, -0.70722, 3.40571], [-0.61386, -0.79632, 4.30584]],
  "lumo_ev": [-4.42, -8.52],
  "multiplicity": 2,
  "e_homo_ha": [-0.46126, -0.46126],
  "total_charge": 1,
  "s2": 0.7589,
  "e_tot_ev": -44019.06030,
  "mol_weight_g_mol": 431.3,
  "homo_lumo_gap_ha": [0.299, 0.148]
}


# 2
{
  "formula": "C5H8OS",
  "method": "the ωB97M-V functional and the def2-TZVPD basis",
  "symbols": ["C", "C", "C", "C", "C", "H", "H", "H", "H", "H", "H", "H", "H", "O", "S"],
  "positions_angstrom": [[-1.58202, 0.35042, 0.29582], [0.47785, 1.65956, -0.01241], [1.07711, 0.41411, 0.54739], [2.08226, -0.59257, 0.05845], [0.70646, -0.63201, -0.48400], [-2.61949, 0.37930, -0.05220], [-1.69213, 0.59901, 1.37173], [0.97469, 1.99847, -0.92260], [0.46732, 2.44358, 0.75957], [0.78282, 0.18255, 1.61540], [2.85686, -0.26696, -0.69047], [2.42823, -1.37490, 0.71844], [0.63231, -0.22434, -1.46725], [-0.86436, 1.30222, -0.43349], [-0.84286, -1.33447, -0.01851]],
  "lumo_ev": 1.00,
  "e_homo_ha": -0.31121,
  "e_tot_ev": -18194.72678,
  "mol_weight_g_mol": 116.2,
  "de_lowest_kcal_mol": 59.4,
  "smiles": "C1OC[C@@H]2C[C@H]2S1",
  "homo_lumo_gap_ha": 0.348
}


# 3
{
  "formula": "CH4FNO6V2",
  "method": "the ωB97M-V functional and the def2-TZVPD basis",
  "symbols": ["O", "V", "O", "V", "N", "O", "O", "O", "F", "C", "O", "H", "H", "H", "H"],
  "positions_angstrom": [[0.57812, 0.06261, -2.75943], [-0.35748, 0.54091, -1.56370], [2.10776, 3.37798, 0.85623], [1.86714, 1.97134, 1.54226], [-1.49282, 1.76831, 1.28971], [-0.38704, 2.09484, 1.68772], [-2.49665, 1.83538, 2.02862], [-1.58550, 1.23933, 0.17001], [1.46557, 0.95940, -0.30689], [0.40271, -2.42493, -0.51932], [-0.62968, -1.49534, -0.61628], [0.39848, -2.80409, 0.50260], [0.22067, -3.26326, -1.19174], [1.30191, -1.93770, -0.89633], [-1.39314, -1.92474, -0.22341]],
  "lumo_ev": [-7.38, -6.66],
  "multiplicity": 4,
  "e_homo_ha": [-0.45116, -0.52191],
  "total_charge": 1,
  "s2": 3.8596,
  "e_tot_ev": -68957.27629,
  "mol_weight_g_mol": 246.9,
  "homo_lumo_gap_ha": [0.180, 0.277]
}


# 4
{
  "formula": "C8H13N",
  "method": "the ωB97M-V functional and the def2-TZVPD basis",
  "symbols": ["C", "C", "C", "C", "C", "C", "C", "C", "H", "H", "H", "H", "H", "H", "H", "H", "H", "H", "H", "H", "H", "N"],
  "positions_angstrom": [[-1.88404, 1.04338, 0.19169], [-1.47683, -0.29206, -0.28829], [-0.55152, -1.17169, 0.63294], [-0.05464, -1.74666, -0.56608], [0.99646, 0.30864, -0.23179], [1.10310, 1.82310, -0.36731], [1.99217, -0.59111, 0.14881], [0.70744, -0.46368, 1.02041], [-2.85504, 0.81750, 0.78802], [-2.34562, 1.87097, -0.34316], [-1.21363, 1.61797, 0.68688], [-2.25945, -0.95302, -0.58387], [-1.30743, -1.71085, 1.28374], [-1.03347, -2.29164, -1.12316], [0.91517, -2.46329, -0.69580], [0.03865, 1.96674, -1.11277], [2.19667, 1.92014, -0.97410], [1.25728, 2.53399, 0.53663], [2.86809, -0.12810, 0.72204], [2.32396, -1.53718, -0.50574], [0.63088, -0.12621, 2.01430], [-0.04820, -0.42694, -1.23340]],
  "lumo_ev": 1.00,
  "e_homo_ha": -0.31989,
  "e_tot_ev": -9989.55815,
  "mol_weight_g_mol": 123.2,
  "de_lowest_kcal_mol": 167.9,
  "smiles": "C[C@@H]1[C@H]2CN1[C@]1(C)C[C@H]21",
  "homo_lumo_gap_ha": 0.356
}


# 5
{
  "formula": "C4H6FNO2",
  "method": "the ωB97M-V functional and the def2-TZVPD basis",
  "symbols": ["C", "C", "C", "C", "H", "H", "H", "H", "H", "H", "N", "O", "O", "F"],
  "positions_angstrom": [[0.54408, 0.75712, -1.42195], [-0.38227, 1.17564, -0.24529], [-1.36402, 0.01090, 0.19136], [1.26014, -1.81294, 1.60415], [1.37096, 0.41242, -0.84534], [0.72260, 1.58267, -2.02516], [-1.65318, 0.21629, 1.27535], [-2.33537, -0.11391, -0.46927], [1.66074, -1.71628, 2.67022], [1.81356, -2.71535, 0.47420], [0.19270, -0.82350, 1.72061], [-0.07236, 2.24918, 0.32323], [-0.36277, -1.04617, 0.26034], [0.02281, -0.25664, -2.06250]],
  "lumo_ev": -0.12,
  "e_homo_ha": -0.34487,
  "e_tot_ev": -12540.34794,
  "mol_weight_g_mol": 119.1,
  "de_lowest_kcal_mol": 178.5,
  "homo_lumo_gap_ha": 0.340
}


# 6
{
  "formula": "C4H10N4",
  "method": "the ωB97M-V functional and the def2-TZVPD basis",
  "symbols": ["C", "C", "C", "C", "H", "H", "H", "H", "H", "H", "H", "H", "H", "H", "N", "N", "N", "N"],
  "positions_angstrom": [[-1.67332, 0.93817, -0.66544], [-1.27413, -0.39276, -0.05586], [1.23050, -0.11625, -0.10648], [1.24058, 1.33285, 0.51423], [-2.12779, 1.54638, 0.11459], [-2.41871, 0.83570, -1.43486], [-0.91813, 1.44436, -1.27427], [-3.08462, -0.70443, 0.42865], [0.30854, -2.60636, 0.78502], [1.31681, -2.36679, -0.41605], [2.08828, 1.90676, 0.06986], [0.26431, 1.82508, 0.52435], [1.50472, 1.26532, 1.62381], [3.02610, -0.04886, -0.04409], [-2.16749, -1.05532, 0.63406], [0.04699, -0.83514, -0.15941], [0.31360, -2.26250, -0.20539], [2.32375, -0.70621, -0.33270]],
  "lumo_ev": 0.80,
  "e_homo_ha": -0.32477,
  "e_tot_ev": -10268.71466,
  "mol_weight_g_mol": 114.2,
  "de_lowest_kcal_mol": 49.3,
  "smiles": "[H]/N=C(\\C)N(N)/C(C)=N/[H]",
  "homo_lumo_gap_ha": 0.354
}